## i
Density functional theory data (wB97M-V/def2-TZVPD) for a 2-piece molecular cluster, C3H10N overall.

Gap between HOMO and LUMO (alpha / beta): 11.71 / 3.87 eV
HOMO (alpha / beta): -19.33 / -19.33 eV
Molecular weight: 60.1 g/mol

```
! wB97M-V def2-TZVPD RIJCOSX def2/J DEFGRID3
* xyz 2 2
N -0.11 2.17 0.86
C 0.05 -6.58 -2.08
C 0.95 2.35 1.62
C -0.75 3.32 0.11
H 1.30 1.33 1.89
H -1.77 3.46 0.43
H -0.04 -6.61 -3.22
H 1.10 -6.72 -1.80
H -0.82 3.05 -1.00
H -0.57 1.32 0.86
H -0.60 -5.59 -1.78
H -0.10 4.25 0.34
H -0.34 -7.59 -1.77
H 1.08 3.34 2.09
*
```

***

## ii
Density functional theory data (wB97M-V/def2-TZVPD) for a 2-piece molecular cluster, C3H10N overall.

Gap between HOMO and LUMO (alpha / beta): 11.15 / 9.20 eV
HOMO (alpha / beta): -21.15 / -22.59 eV
Molecular weight: 60.1 g/mol

```
! wB97M-V def2-TZVPD RIJCOSX def2/J DEFGRID3
* xyz 2 2
N -0.56 -1.86 1.22
C -0.53 1.70 -0.90
C 0.23 0.78 -0.05
C 1.17 -0.06 -0.60
H -0.88 -2.46 0.35
H 0.27 -1.35 1.05
H 1.13 -0.33 -1.69
H -1.28 -1.11 1.51
H -0.32 -2.45 1.97
H 0.02 1.00 1.04
H -1.40 1.11 -1.33
H -0.82 2.63 -0.27
H 2.09 -0.45 -0.10
H -0.06 1.98 -1.81
*
```

***

In terms of stability, ii leads; the second structure lies 0.0717 hartree higher.

***

## i
Density functional theory data (wB97M-V/def2-TZVPD) for a 3-piece molecular cluster, CH10N2O2 overall.

Gap between HOMO and LUMO: 9.83 eV
HOMO: -8.92 eV
Structure (SMILES): NCN.O.O
Molecular weight: 82.1 g/mol

```
! wB97M-V def2-TZVPD RIJCOSX def2/J DEFGRID3
* xyz 0 1
O 1.88 2.31 1.92
O -2.92 -0.84 -2.35
N -0.78 -0.18 -0.08
N 1.60 -0.49 0.55
C 0.32 -1.09 0.14
H 1.61 1.41 2.12
H -0.75 0.38 -0.93
H 1.67 0.51 0.40
H -3.63 -0.24 -2.65
H 2.34 2.53 2.72
H -0.04 -1.71 0.96
H -0.83 0.48 0.68
H -2.64 -1.23 -3.19
H 0.43 -1.71 -0.74
H 2.44 -1.03 0.41
*
```

***

## ii
Density functional theory data (wB97M-V/def2-TZVPD) for a 3-piece molecular cluster, CH10N2O2 overall.

Gap between HOMO and LUMO: 10.10 eV
HOMO: -9.22 eV
Structure (SMILES): NCN.O.O
Molecular weight: 82.1 g/mol

```
! wB97M-V def2-TZVPD RIJCOSX def2/J DEFGRID3
* xyz 0 1
O 5.15 1.87 -2.01
O -1.28 3.29 1.55
N -1.26 -3.17 0.01
N -1.63 -0.81 0.76
C -1.56 -1.82 -0.29
H -2.49 -1.83 -0.80
H -0.82 3.58 0.83
H -0.70 -1.74 -0.94
H 5.06 1.67 -2.97
H -2.01 -3.70 0.55
H -0.73 -1.07 1.24
H 4.83 1.01 -1.62
H -2.27 -1.15 1.46
H -0.32 -3.20 0.52
H -1.98 3.94 1.75
*
```

***

In terms of stability, i leads; the second structure lies 0.0255 hartree higher.

***

## i
Density functional theory data (wB97M-V/def2-TZVPD) for an isolated molecule of C4H11P3.

Gap between HOMO and LUMO: 8.68 eV
HOMO: -8.25 eV
Structure (SMILES): CC(C)(C)P1[PH]#[PH]1
Molecular weight: 152.1 g/mol

```
! wB97M-V def2-TZVPD RIJCOSX def2/J DEFGRID3
* xyz 0 1
P 0.72 2.16 0.48
P -0.58 2.14 -1.46
P -1.19 1.08 0.23
C 1.31 -0.28 -0.43
C -1.10 -1.45 -0.65
C -0.08 -0.63 0.10
C 0.22 -0.95 1.57
H -0.92 -2.57 -0.76
H -2.16 -1.34 -0.28
H -0.70 -1.06 2.13
H 1.77 0.33 0.23
H -1.25 3.34 -1.53
H 1.43 0.21 -1.39
H -1.16 -1.08 -1.77
H 0.82 -0.24 2.04
H 2.00 -1.15 -0.30
H 0.68 -1.92 1.52
H 0.18 3.43 0.27
*
```

***

## ii
Density functional theory data (wB97M-V/def2-TZVPD) for C4H11P3 as an isolated structure.

Gap between HOMO and LUMO: 6.71 eV
HOMO: -7.05 eV
Molecular weight: 152.1 g/mol

```
! wB97M-V def2-TZVPD RIJCOSX def2/J DEFGRID3
* xyz 0 1
P -0.48 -2.10 0.06
P 0.15 0.67 0.26
P -2.37 -1.20 -0.37
C -1.79 0.36 0.00
C 2.56 -0.77 -0.03
C 1.79 0.46 -0.39
C -2.65 1.59 -0.02
H 0.21 0.19 1.52
H 1.77 0.96 -1.40
H 2.73 -1.46 -0.77
H -2.76 1.79 1.10
H 3.40 -0.66 0.59
H -3.60 1.67 -0.44
H -0.34 -3.03 -0.84
H -0.80 -3.17 0.96
H -2.06 2.55 -0.36
H 1.80 -1.25 0.72
H 0.09 2.13 0.52
*
```

***

In terms of stability, i leads; the second structure lies 0.1023 hartree higher.

***

## i
Density functional theory data (wB97M-V/def2-TZVPD) for a 2-piece molecular cluster, C3H7N2O overall.

Gap between HOMO and LUMO (alpha / beta): 10.70 / 6.07 eV
HOMO (alpha / beta): -15.10 / -12.61 eV
Molecular weight: 87.1 g/mol

```
! wB97M-V def2-TZVPD RIJCOSX def2/J DEFGRID3
* xyz 1 1
O 3.42 0.19 0.24
N 2.78 -0.72 0.20
N -1.03 -0.33 0.15
C -0.02 0.32 -0.28
C -0.81 -1.33 1.19
C -0.11 1.42 -1.25
H -1.92 0.15 -0.01
H -1.13 1.58 -1.46
H -1.35 -2.30 1.11
H 0.27 1.00 -2.14
H 0.23 -1.56 1.27
H -0.95 -0.76 2.12
H 0.63 2.34 -1.14
*
```

***

## ii
Density functional theory data (wB97M-V/def2-TZVPD) for an isolated ion of composition C3H7N2O and charge +1.

Gap between HOMO and LUMO: 10.48 eV
HOMO: -15.33 eV
Structure (SMILES): CC(=[NH2+])NC=O
Molecular weight: 87.1 g/mol

```
! wB97M-V def2-TZVPD RIJCOSX def2/J DEFGRID3
* xyz 1 1
O 0.25 2.65 1.75
N -0.25 0.67 0.72
N 1.12 -0.43 -0.88
C 0.02 -0.31 -0.26
C -1.18 -1.13 -0.63
C 0.67 1.59 1.31
H -1.19 -1.43 -1.65
H 1.68 1.41 1.32
H -1.17 0.77 0.91
H -2.02 -0.48 -0.36
H 2.04 -0.11 -0.47
H 1.15 -1.03 -1.62
H -1.13 -2.18 -0.15
*
```

***

In terms of stability, ii leads; the second structure lies 0.1810 hartree higher.

***

## i
Density functional theory data (wB97M-V/def2-TZVPD) for C3H7N2O as an isolated structure.

Gap between HOMO and LUMO: 9.99 eV
HOMO: -14.82 eV
Molecular weight: 87.1 g/mol

```
! wB97M-V def2-TZVPD RIJCOSX def2/J DEFGRID3
* xyz 1 1
O 1.95 -0.40 -0.31
N 0.94 -1.28 0.15
N 0.15 0.99 -0.10
C 1.56 0.81 0.18
C -1.91 -0.55 -0.03
C -0.46 -0.12 -0.12
H 1.74 0.77 1.23
H -2.06 -0.14 0.96
H 2.13 1.66 -0.28
H -2.16 -1.61 -0.09
H -0.31 1.88 0.05
H -2.37 -0.13 -0.97
H 0.82 -1.88 -0.67
*
```

***

## ii
Density functional theory data (wB97M-V/def2-TZVPD) for a 2-piece molecular cluster, C3H7N2O overall.

Gap between HOMO and LUMO (alpha / beta): 9.21 / 5.42 eV
HOMO (alpha / beta): -13.28 / -10.96 eV
Molecular weight: 87.1 g/mol

```
! wB97M-V def2-TZVPD RIJCOSX def2/J DEFGRID3
* xyz 1 1
O -1.87 -1.84 1.06
N 2.24 -0.43 -0.49
N -1.55 1.35 -0.17
C -2.13 -0.86 0.51
C -2.36 0.35 -0.05
C 1.16 -0.07 0.41
H 3.09 -0.10 0.09
H 1.11 -0.56 1.36
H -1.85 2.17 -0.71
H -3.32 0.36 -0.62
H 2.16 -0.01 -1.37
H 1.06 1.06 0.49
H 2.26 -1.42 -0.50
*
```

***

## iii
Density functional theory data (wB97M-V/def2-TZVPD) for an isolated ion of composition C3H7N2O and charge +1.

Gap between HOMO and LUMO: 9.71 eV
HOMO: -14.70 eV
Structure (SMILES): C=N[C@H](O)[NH+]=C
Molecular weight: 87.1 g/mol

```
! wB97M-V def2-TZVPD RIJCOSX def2/J DEFGRID3
* xyz 1 1
O 0.87 -0.84 1.50
N -0.37 0.91 0.17
N 0.24 -1.22 -0.53
C -0.85 1.83 0.81
C -0.15 -0.45 0.64
C 0.28 -0.81 -1.74
H 1.31 -0.11 1.90
H -1.21 1.67 1.78
H -1.09 -0.93 1.06
H -0.25 0.18 -1.85
H 0.61 -2.00 -0.14
H -0.81 2.83 0.26
H 0.86 -1.39 -2.53
*
```

***

In terms of stability, iii leads; the second structure lies 0.0606 hartree higher.

***

## i
Density functional theory data (wB97M-V/def2-TZVPD) for an isolated molecule of C5H6N4.

Gap between HOMO and LUMO: 9.62 eV
HOMO: -8.90 eV
Structure (SMILES): [H]/N=c1\[nH]c2c([nH]1)=NCC=2
Molecular weight: 122.1 g/mol

```
! wB97M-V def2-TZVPD RIJCOSX def2/J DEFGRID3
* xyz 0 1
N -1.07 -1.19 0.10
N -3.21 -0.31 0.03
N 1.39 -1.39 -0.01
N -1.07 0.99 -0.11
C -1.93 -0.13 -0.01
C 1.52 1.04 0.05
C 0.27 0.59 -0.05
C 2.32 -0.27 -0.01
C 0.27 -0.82 -0.07
H 2.96 -0.44 0.89
H -1.38 1.93 0.39
H -3.68 0.59 -0.15
H 2.03 2.01 -0.02
H 3.00 -0.42 -0.84
H -1.41 -2.16 -0.22
*
```

***

## ii
Density functional theory data (wB97M-V/def2-TZVPD) for an isolated molecule of C5H6N4.

Gap between HOMO and LUMO: 8.53 eV
HOMO: -8.55 eV
Structure (SMILES): [H]/N=C1\NC=NC=NC1=C
Molecular weight: 122.1 g/mol

```
! wB97M-V def2-TZVPD RIJCOSX def2/J DEFGRID3
* xyz 0 1
N 0.46 1.47 -0.41
N 2.16 -0.16 0.14
N 0.05 -1.55 0.12
N -2.17 -0.94 -0.48
C -0.97 -0.60 -0.06
C 1.72 1.02 -0.29
C 1.30 -1.19 0.23
C -1.69 1.53 0.49
C -0.64 0.79 0.12
H 2.55 1.74 -0.42
H 0.01 -2.52 0.18
H -1.72 2.74 0.38
H -2.49 0.98 1.07
H 1.99 -1.98 0.67
H -2.22 -1.98 -0.53
*
```

***

In terms of stability, i leads; the second structure lies 0.0802 hartree higher.